C5H9N2O6PdS | ωB97M-V/def2-TZVPD

CARTESIAN COORDINATES (ANGSTROEM)
Pd -3.93125 -9.29684 2.82538
S -6.65902 -10.05873 4.44702
O -8.08319 -9.68173 4.45075
O -4.70355 -7.67357 2.02310
O -5.96612 -9.37554 3.19392
O -4.21597 -5.57627 1.37596
O -6.30712 -11.44153 4.59984
O -0.04711 -8.10830 2.77657
N -2.24085 -8.45172 2.28132
N -2.70217 -10.49428 4.07040
C -2.44685 -7.26490 1.49040
C -1.15407 -8.70008 3.00237
C -1.28857 -9.98616 3.97467
C -3.91734 -6.75506 1.64292
C -5.99408 -9.08104 5.76266
H -2.21280 -7.31317 0.45388
H -4.83847 -9.09893 5.91912
H -0.99549 -9.60221 4.95066
H -1.62714 -6.69358 1.98349
H -2.79159 -11.46785 3.83019
H -3.05617 -10.36023 5.02118
H -0.59780 -10.71973 3.68273
H -6.43264 -9.42562 6.70856
H -6.27531 -8.02938 5.59424

Force components x, y, z for each atom (eV/Å):
Pd -0.64 -1.03 -0.54
S 1.21 3.21 -0.75
O 0.95 -0.81 -0.69
O -1.83 0.13 0.39
O -3.60 -2.88 2.62
O 0.87 -3.18 0.65
O -0.27 0.08 -0.62
O -3.08 -1.60 1.20
N -0.98 0.42 -1.46
N 0.91 0.73 0.95
C 1.77 0.83 2.42
C 4.10 -0.76 -0.25
C -1.10 2.75 0.08
C 1.23 3.86 -1.26
C 1.84 0.40 1.18
H 0.22 -0.46 -1.00
H -2.05 -0.30 -0.68
H 0.14 -0.18 0.05
H -0.86 1.15 -1.02
H 0.10 -0.41 -0.02
H 0.33 -0.43 -0.29
H 0.81 -1.02 -0.54
H -0.03 0.02 -0.33
H -0.04 -0.50 -0.08

Properties
- Orbital gap (spin up / spin down): 9.259 / 4.652 eV
- ⟨S²⟩: 6.06
- Energy above the lowest of the compared OMol25 structures with the same formula, charge and spin: 23.3 kcal/mol
- Net charge: +1
- HOMO (spin up / spin down): -12.8 / -13.9 eV
- Spin multiplicity: 5

These are the Mulliken partial charges, in e, on atoms 1 to 6: 0.91, 1.15, -0.36, -0.52, -0.44, -0.49

***

C21H53N3O11Sr | ωB97M-V/def2-TZVPD

CARTESIAN COORDINATES (ANGSTROEM)
Sr -21.15710 -14.10530 -23.95905
O -21.53327 -14.50529 -29.23616
O -20.07376 -11.95434 -24.84208
O -23.87172 -16.57966 -27.73444
O -19.95561 -12.74286 -22.28082
O -18.57198 -16.89300 -29.44188
O -22.83315 -13.51889 -22.15798
O -22.32261 -15.98606 -22.56978
O -19.98452 -15.92806 -25.58521
O -17.13591 -17.38397 -24.60632
O -21.00074 -16.71738 -27.20966
O -21.81995 -14.99342 -26.19101
N -19.43255 -15.54534 -22.73118
N -22.96803 -12.67157 -24.88639
N -16.83211 -16.05013 -27.24432
C -19.05558 -17.23339 -30.77707
C -18.87559 -11.91111 -25.61672
C -22.45230 -11.33739 -24.85203
C -16.37487 -15.42222 -25.97185
C -18.39625 -14.58537 -22.33547
C -16.02653 -16.41314 -24.96564
C -21.42053 -16.90577 -21.94844
C -24.07415 -12.89077 -22.62626
C -16.90727 -18.10295 -23.37294
C -21.05308 -11.28097 -25.57649
C -20.17803 -16.18392 -21.55101
C -17.87031 -15.66106 -29.42728
C -24.39153 -17.08802 -26.46874
C -20.08753 -11.41718 -21.84791
C -17.50949 -15.03281 -28.07381
C -24.20512 -12.88710 -24.17995
C -23.59393 -16.59866 -22.74334
C -20.96737 -15.82427 -26.36884
C -22.77783 -13.62339 -20.78736
C -18.84236 -13.33186 -21.67558
C -22.27708 -15.27351 -30.21867
H -17.89003 -14.30732 -23.25988
H -23.89523 -17.87049 -25.89466
H -17.64745 -14.96653 -21.64112
H -21.90322 -15.13095 -31.23258
H -18.11032 -12.14845 -24.87772
H -16.91354 -14.20254 -28.45278
H -25.37926 -17.53047 -26.59807
H -16.66870 -17.47984 -22.51102
H -21.84416 -14.15399 -20.60078
H -22.23453 -11.05651 -23.82161
H -24.92559 -13.44925 -22.23736
H -23.33221 -15.06243 -30.04475
H -18.62262 -12.69917 -26.32598
H -23.54830 -14.29588 -20.41021
H -23.02593 -12.93230 -25.86044
H -22.51516 -12.64285 -20.39033
H -18.42878 -17.24456 -31.66875
H -18.06912 -12.58620 -21.86050
H -24.68738 -13.76136 -24.61722
H -16.90956 -15.77158 -29.93011
H -18.68532 -10.89184 -25.95285
H -19.62393 -18.14540 -30.59452
H -22.14969 -16.31982 -29.94097
H -19.13081 -16.19885 -23.43968
H -21.69551 -14.81055 -28.34057
H -24.31390 -16.28223 -25.73883
H -16.02781 -16.40747 -27.73980
H -15.68281 -15.81847 -24.11928
H -24.02709 -16.90117 -21.78995
H -21.81910 -17.22009 -20.98385
H -16.12424 -18.82367 -23.60858
H -21.12175 -11.10857 -22.00041
H -15.12128 -16.94842 -25.25216
H -20.49611 -15.56549 -20.71168
H -18.35901 -14.90880 -30.04644
H -19.02535 -13.44441 -20.60696
H -24.92094 -12.13898 -24.52056
H -22.92814 -16.47325 -27.59332
H -24.27297 -15.84621 -23.14437
H -18.40442 -14.58460 -27.64219
H -23.16051 -10.61694 -25.26129
H -19.47586 -16.89148 -21.11009
H -20.91658 -10.21258 -25.74384
H -17.74319 -18.71088 -23.02685
H -19.56624 -10.71382 -22.49725
H -21.25516 -17.83089 -22.50064
H -17.03705 -14.59341 -25.72147
H -15.45600 -14.87030 -26.16978
H -23.46967 -17.51010 -23.32810
H -19.71171 -11.15223 -20.85965
H -21.16763 -11.67458 -26.58645
H -24.11125 -11.93375 -22.10582
H -19.80309 -16.51740 -31.11865

Force components x, y, z for each atom (eV/Å):
Sr 0.54 -2.12 -1.78
O 0.21 0.83 -1.73
O -0.01 0.42 -1.46
O -1.67 -1.47 1.46
O -0.59 0.13 0.79
O 0.43 0.43 -1.49
O -1.84 0.99 -2.41
O 0.37 -1.27 0.37
O 2.70 2.10 4.06
O 1.01 1.65 0.67
O -2.12 -1.46 -3.45
O -5.42 6.04 0.98
N -1.19 0.98 3.04
N -0.02 0.13 -0.14
N -0.69 2.06 0.90
C -1.31 0.58 1.46
C 1.89 -0.25 1.79
C 1.67 0.10 0.03
C -0.41 0.15 -2.88
C 0.08 -1.06 -0.90
C -0.90 -1.86 2.26
C -0.25 -0.03 0.32
C 0.45 -0.63 0.06
C 0.63 0.06 -1.23
C -3.24 0.65 -0.34
C 1.95 -0.33 -1.48
C 0.14 -0.11 -0.48
C 0.48 0.77 -0.58
C -0.59 1.47 -0.94
C -0.68 -1.70 -1.30
C -0.29 0.43 -0.15
C 0.08 0.14 0.27
C 4.15 -5.33 -0.35
C 1.89 -0.65 0.22
C 0.37 0.81 0.11
C 0.33 -0.35 2.37
H 0.16 -0.15 -0.11
H 1.10 -0.51 -0.88
H 0.36 -0.48 -0.01
H -0.09 0.48 0.21
H 0.34 0.39 0.29
H 0.72 0.46 0.48
H -0.28 0.72 -0.23
H 0.44 0.37 -0.09
H 0.02 -0.25 0.08
H -0.24 0.17 0.23
H -0.07 -0.23 0.11
H -0.17 0.12 -0.74
H -1.34 0.05 -0.66
H -0.46 0.77 0.51
H -0.16 -0.75 -0.14
H -1.18 0.19 0.80
H 1.19 -0.52 0.57
H 0.75 -0.22 0.65
H 0.41 -0.65 0.60
H 0.49 -0.47 -0.29
H -0.10 -0.16 -0.36
H 0.42 -0.21 -0.39
H 0.03 -0.26 -0.29
H 0.04 -0.34 -0.40
H -0.21 -0.67 0.20
H -0.79 0.44 0.08
H 0.07 -0.07 -0.18
H -0.29 -0.22 0.84
H 0.14 -0.02 0.40
H -0.55 -0.20 0.14
H 0.43 -0.03 0.58
H -0.18 -0.22 0.55
H -0.17 -0.55 -0.32
H 0.59 0.97 -0.51
H -0.58 0.19 0.10
H 0.02 -0.03 0.21
H -0.35 0.64 0.66
H 1.36 -0.13 0.11
H 0.15 -0.28 -0.50
H -0.01 -0.59 0.66
H 0.10 0.35 -0.22
H -0.11 -0.38 0.28
H 0.93 0.24 0.40
H -0.58 0.25 -0.75
H 0.50 -0.22 -0.41
H 0.00 0.22 -0.64
H -0.68 -0.63 0.51
H 0.65 0.16 0.09
H -0.35 0.22 -0.47
H -0.30 -0.75 0.37
H 0.10 -0.50 -0.10
H -0.07 0.49 -0.55
H -0.34 0.46 0.46

Properties
- Orbital gap: 5.218 eV
- Net charge: 0
- HOMO: -5.5 eV
- Spin multiplicity: 1

These are the Mulliken partial charges, in e, on atoms 1 to 6: 0.62, -0.62, 0.29, -0.54, 0.77, -0.21

***

C36H32F15FeGeOS | ωB97M-V/def2-TZVPD

CARTESIAN COORDINATES (ANGSTROEM)
Ge 3.13168 0.13576 -0.69130
Fe -1.11560 -0.58422 -0.44835
S 1.05455 0.07194 -1.09478
F 5.27941 -1.62408 -2.46261
F 4.63296 4.49171 3.32522
F 5.18063 4.92181 0.72097
F 1.98194 -2.69360 0.33657
F 3.21927 -4.69115 1.59325
F 3.61851 2.12448 4.13024
F 2.78007 2.38654 -2.74456
F 5.85999 -4.54687 2.11005
F 3.07722 0.22834 2.34137
F 4.74315 3.02451 -1.07926
F 6.12426 -1.23902 -4.93841
F 3.66254 2.72824 -5.23153
F 6.08750 -0.36644 0.05919
F 5.32353 0.91773 -6.34465
F 7.28915 -2.38312 1.34545
O -1.05292 -2.35370 -0.88131
C 0.28183 1.99855 1.99922
C -0.56806 -3.55200 -1.36703
C -5.71842 0.85498 -1.22412
C -3.30743 -0.64439 0.77457
C 4.85223 -0.51930 -3.08397
C -1.78728 2.41439 3.29136
C -5.56015 -1.72257 1.20626
C 4.37687 2.76633 0.18277
C 4.00791 0.38228 -2.46230
C -1.97377 1.22576 1.12107
C 3.28473 -2.57043 0.55519
C 5.98044 -2.44091 1.08872
C -1.36946 3.65301 1.17261
C -1.20831 2.30402 1.87382
C -3.67669 -3.18443 0.39867
C 4.04597 1.66465 -4.52934
C -4.37136 0.21613 -1.59696
C 5.25489 -3.54722 1.47822
C 3.90615 -3.61760 1.21168
C -2.36400 -0.02310 1.63674
C 4.64293 3.76286 1.10413
C 5.30224 -0.35132 -4.37992
C -2.60031 1.34396 -0.12994
C 3.57778 1.38020 1.89076
C -4.03723 -1.93027 1.21553
C -3.44069 0.21373 -0.37208
C 3.85367 2.34241 2.84066
C 3.60732 1.46531 -3.23654
C 4.37275 3.54864 2.43581
C 5.33444 -1.41483 0.43575
C -4.59800 -1.16993 -2.21234
C -3.76520 1.07571 -2.72334
C 3.98113 -1.44381 0.15050
C 4.89556 0.74466 -5.10131
C 3.80916 1.55699 0.53778
C -3.66790 -2.26408 2.66914
H -3.79299 2.14226 -2.48527
H -3.93697 -1.45076 3.35059
H -5.15032 -1.83895 -1.55658
H -0.93683 3.62586 0.16567
H -2.72827 0.79341 -2.91865
H -6.04896 -2.57517 1.69242
H -4.21126 -3.16377 2.97595
H -5.55541 1.87280 -0.85625
H -6.37713 0.90386 -2.10126
H 0.43568 0.98224 2.36530
H -4.34174 0.93040 -3.64290
H 0.77525 2.08103 1.02868
H 0.07870 -3.41508 -2.24663
H -2.86638 2.59835 3.25806
H -3.63872 -1.63912 -2.45065
H -1.61656 1.49420 3.85929
H -2.05430 -0.39976 2.60225
H -2.59874 -2.47002 2.77051
H -2.63647 -3.45731 0.57356
H -5.17429 -1.07122 -3.13886
H -5.96686 -1.64512 0.19898
H -3.78299 -3.03616 -0.67250
H -2.42530 3.93045 1.08771
H -1.30737 3.23878 3.83226
H 0.75063 2.70069 2.70311
H -0.85067 4.43340 1.74195
H -6.23165 0.29672 -0.44060
H -4.32218 -4.02004 0.70426
H -1.38681 -4.22274 -1.67061
H -2.53120 2.21567 -0.76786
H -5.82764 -0.81264 1.75451
H 0.02616 -4.08950 -0.61375

Force components x, y, z for each atom (eV/Å):
Ge 0.28 -0.14 -0.07
Fe -0.77 0.06 0.81
S 0.35 0.49 -0.34
F 0.03 -0.16 0.19
F 0.12 0.39 0.37
F 0.08 0.14 -0.06
F -0.13 0.02 -0.02
F -0.14 -0.19 0.06
F -0.08 -0.07 0.30
F -0.12 0.04 0.12
F 0.14 -0.22 0.14
F -0.27 -0.27 0.08
F -0.08 -0.02 -0.07
F 0.15 -0.19 -0.09
F -0.10 0.20 -0.12
F -0.06 0.08 -0.04
F 0.13 0.06 -0.37
F 0.15 0.01 0.02
O -0.17 -0.24 -0.13
C 0.16 -0.01 0.01
C 0.04 0.22 0.05
C -0.07 0.03 0.00
C 0.05 -0.27 -0.05
C -0.04 0.11 0.03
C -0.11 0.03 0.07
C -0.04 0.01 0.02
C 0.10 0.01 -0.02
C -0.22 0.10 0.01
C 0.25 0.02 -0.11
C 0.09 0.12 -0.04
C 0.06 0.05 0.00
C 0.02 0.10 -0.07
C -0.08 -0.02 -0.02
C -0.06 -0.02 0.02
C -0.07 -0.01 0.13
C 0.14 -0.09 -0.01
C 0.02 0.00 0.01
C 0.00 0.06 -0.04
C 0.08 -0.05 0.23
C 0.05 -0.05 -0.22
C 0.00 -0.05 0.10
C 0.03 0.13 -0.14
C 0.09 0.12 -0.04
C 0.07 0.00 -0.09
C 0.08 -0.08 -0.26
C -0.06 -0.15 -0.12
C 0.14 -0.07 0.05
C 0.00 -0.04 -0.11
C -0.07 -0.02 -0.05
C 0.02 -0.02 0.01
C 0.01 0.04 0.03
C -0.08 0.02 -0.06
C 0.01 0.02 -0.01
C -0.29 -0.01 -0.07
C 0.01 0.00 0.07
H 0.04 -0.08 0.00
H 0.03 -0.08 -0.04
H 0.03 0.03 -0.02
H -0.06 0.01 0.13
H -0.03 0.00 -0.03
H 0.03 0.07 -0.04
H 0.04 0.05 -0.02
H -0.03 -0.07 -0.03
H 0.07 0.00 0.08
H 0.05 -0.02 0.04
H 0.03 0.04 0.08
H 0.01 -0.04 0.03
H 0.01 0.03 0.01
H 0.10 -0.02 0.01
H -0.05 0.01 0.02
H -0.03 0.10 -0.06
H -0.04 0.01 -0.14
H -0.10 0.02 0.00
H -0.04 0.01 -0.02
H 0.02 0.01 0.06
H 0.02 0.00 0.07
H 0.02 -0.03 0.06
H 0.10 -0.01 0.01
H -0.04 -0.07 -0.04
H -0.01 -0.07 -0.10
H -0.04 -0.06 -0.07
H 0.02 0.04 -0.06
H 0.06 0.11 -0.02
H -0.04 0.01 0.00
H 0.00 -0.17 0.02
H 0.02 -0.08 -0.05
H -0.02 0.02 -0.01

Properties
- Orbital gap (spin up / spin down): 6.735 / 7.157 eV
- ⟨S²⟩: 6.02
- Net charge: -1
- HOMO (spin up / spin down): -4.6 / -5.0 eV
- Spin multiplicity: 5

These are the Mulliken partial charges, in e, on atoms 1 to 6: 0.86, 0.75, 0.17, -0.27, -0.33, -0.32

***

C18H34F4IN3O3PPbS | ωB97M-V/def2-TZVPD

CARTESIAN COORDINATES (ANGSTROEM)
Pb -5.49033 2.79579 -1.12522
I -1.25912 -0.33071 1.09476
S -2.88697 -3.13089 -0.67732
P 0.57242 -0.77599 -0.74441
F 2.31429 -2.80439 0.01934
F 3.64782 0.70173 -3.13836
F 3.81736 -1.28596 -3.99610
F 2.74874 0.27360 -5.06129
O -2.95839 3.63496 0.09071
O 1.82360 -0.56947 -3.27898
O -5.03625 -1.66208 -1.08111
N 1.25248 2.30265 4.80296
N -4.72371 -2.05914 1.03961
N -5.86646 -1.28158 0.88205
C -0.70670 1.95352 -1.16078
C -2.20629 1.93312 -1.41804
C 2.63036 2.07991 4.32753
C -2.12285 -1.86167 -1.75337
C 2.99379 -0.24289 -3.84179
C 0.11658 0.81354 -1.76385
C -0.61094 -1.88237 -1.83153
C 0.99582 -4.37361 1.71556
C -6.01197 -1.07469 -0.33450
C 3.03758 1.73112 1.83298
C 0.20168 -3.40094 0.77371
C 2.79843 2.74086 2.94665
C 1.96766 0.29529 0.15220
C -4.28133 -2.24920 -0.12762
C 1.68474 1.02079 1.44679
C 1.94938 -1.31849 -2.00918
C -2.76960 3.33913 -1.27307
C 1.11968 -2.24004 0.44869
H -2.41630 1.52618 -2.40764
H -0.69864 -3.19107 1.32785
H -2.46361 -2.18677 -2.73839
H 3.40019 2.27415 0.96534
H -0.35553 0.57770 -2.71113
H -2.74556 1.31921 -0.69430
H -2.14289 4.06780 -1.77773
H 2.78643 -0.37496 0.39777
H -0.27762 -2.91410 -1.86199
H 1.02579 1.30534 -2.07425
H -0.06615 -4.04148 -0.05879
H 3.33829 2.49395 5.03317
H 2.44211 1.00839 -0.51329
H 1.37813 -1.78814 1.40193
H 1.99412 3.43776 2.73580
H 1.00940 1.63310 5.52001
H -6.78858 -0.51149 -0.80144
H -2.13199 3.92983 0.48144
H 2.86624 1.01792 4.21782
H 2.94610 -1.12530 -1.64632
H 0.26648 -4.96722 2.25095
H 0.97800 1.84010 1.40098
H 3.70399 3.33984 3.01167
H 0.64892 2.16933 4.00431
H -2.61748 -0.91143 -1.61639
H -0.41726 2.84007 -1.74511
H -0.40602 -1.58682 -2.85686
H 1.61022 -3.82778 2.41783
H 1.81762 -2.34246 -2.31564
H 1.57544 -5.05318 1.10740
H 1.52166 0.36177 2.28741
H 3.75046 0.97244 2.13338
H -3.80885 3.37368 -1.68167
H -0.46466 2.26176 -0.15116

Force components x, y, z for each atom (eV/Å):
Pb -1.55 -0.64 1.07
I -0.75 0.14 0.76
S 0.21 -0.06 0.52
P 1.86 -0.46 -1.53
F 0.06 0.33 -0.59
F 0.15 -0.09 0.14
F 0.05 0.10 0.13
F 0.03 -0.19 0.49
O -0.64 0.25 -0.17
O 0.11 -0.17 0.21
O -0.65 0.53 -0.72
N 0.58 0.04 -0.11
N -0.29 0.14 1.38
N -0.18 -0.20 2.74
C -0.07 0.67 -0.82
C -0.50 0.03 0.15
C -0.82 0.14 -0.42
C -0.58 -0.71 -0.65
C -0.42 0.19 -0.78
C -0.89 1.47 0.16
C -1.10 -0.13 -0.51
C -0.64 0.29 -0.66
C 0.33 0.05 -1.95
C -1.18 0.37 -0.32
C 0.61 -1.35 0.72
C 1.32 -0.38 0.74
C 0.55 0.57 1.36
C 0.96 -0.30 -1.35
C 1.46 0.44 0.02
C -0.39 0.94 -0.92
C 1.05 -1.07 0.77
C -0.31 -1.11 1.20
H 0.08 0.08 -0.24
H -0.19 0.80 -0.27
H 0.08 0.07 -0.23
H 0.28 -0.07 -0.22
H -0.20 -0.60 -0.05
H 0.02 -0.20 0.06
H -0.35 0.40 -0.33
H -0.11 -0.64 -0.21
H 0.29 -0.18 0.71
H 0.67 -0.51 0.29
H -0.12 0.34 -0.51
H 0.06 0.13 0.25
H -0.50 0.03 -0.75
H -0.20 0.59 0.05
H -0.28 0.00 -0.08
H -0.17 -0.01 0.02
H -0.24 0.04 -0.38
H 0.04 0.06 0.25
H 0.07 -0.16 0.09
H 0.17 -0.26 0.29
H -0.08 -0.13 0.27
H -0.54 -0.24 -0.08
H 0.09 0.28 -0.14
H -0.38 -0.19 0.15
H 0.22 0.35 0.40
H 0.37 -0.07 -0.21
H 0.38 0.60 -0.01
H 0.24 -0.03 0.21
H 0.21 -0.44 0.28
H 0.48 -0.03 0.09
H -0.75 -0.22 0.10
H 0.33 0.00 -0.01
H 1.58 0.88 -1.19
H 0.06 -0.47 0.36

Properties
- Orbital gap: 2.083 eV
- Energy above the lowest of the compared OMol25 structures with the same formula, charge and spin: 0.0 kcal/mol
- Net charge: +1
- HOMO: -9.6 eV
- Spin multiplicity: 1

These are the Mulliken partial charges, in e, on atoms 1 to 6: 0.73, -0.11, -0.18, 1.06, -0.49, -0.27

***

no.,energy (Eh)
1,-1282.4223
2,-1854.3595
3,-6703.0884
4,-2725.1966